No. 1
Below is a cluster of 10 separate species, H19O10 in total, with properties calculated with ωB97M-V with the def2-TZVPD basis set.

**Multiplicity**: 1
**Electronic energy**: -763.73234 Eh
**Charge**: -1
**Lowest unoccupied orbital energy**: 2.9 eV

XYZ file:
```
29
H19O10, DFT ωB97M-V with the def2-TZVPD basis set
H -1.584 1.939 1.430
H -0.405 1.548 1.684
H 2.060 2.238 0.962
O 1.229 2.411 0.662
H 1.036 0.189 -3.891
H -0.999 2.553 -1.314
H -0.384 2.438 -2.745
O 0.149 -3.246 0.266
O -1.247 1.636 2.103
H 1.449 -1.975 2.604
H 1.018 -3.402 0.592
H -1.077 -0.508 2.981
H 2.834 -2.078 2.759
H -0.380 -3.536 0.995
O -1.177 2.846 -2.245
H 0.432 -0.752 -3.067
O -0.144 -0.938 2.791
O 0.556 -0.007 0.463
H 0.139 -0.709 1.780
H -2.763 2.412 -1.765
H 0.884 -2.221 -0.914
H 1.252 -0.406 -0.217
O 0.590 -1.777 -1.678
O 2.044 -2.597 2.855
O -3.574 2.228 -1.355
H -3.314 1.738 -0.546
H 0.708 1.427 0.427
H 0.175 -0.882 -1.532
O 0.494 -0.569 -4.087
```

No. 2
Below is a structure of composition C23H53N6O21, with properties calculated with ωB97M-V with the def2-TZVPD basis set.

**Multiplicity**: 1
**Electronic energy**: -2815.55598 Eh
**Charge**: +1
**Lowest unoccupied orbital energy**: -5.0 eV

XYZ file:
```
103
C23H53N6O21, DFT ωB97M-V with the def2-TZVPD basis set
H 0.666 7.969 -0.202
C -2.080 -6.733 6.896
O -4.109 3.875 -1.995
O -3.785 1.824 -1.156
C -0.397 8.062 -0.423
H -6.159 -1.026 -5.062
H -1.860 -7.038 3.436
O 0.470 6.763 2.215
H 0.019 2.959 6.268
O 2.015 0.812 6.513
H 4.329 -3.301 2.458
C -1.386 7.798 3.402
C 5.315 -3.548 2.066
H -0.271 0.532 -2.373
H 0.580 -2.189 -1.512
C 0.167 2.041 5.700
H -1.806 -6.659 7.948
H -4.651 2.368 -0.036
C 2.173 6.954 -6.203
H -9.005 -3.561 -7.554
C -6.826 -3.349 -7.454
H 2.055 2.689 -0.848
H -2.446 -4.682 6.213
O 2.406 8.041 -5.553
H -1.012 8.700 3.884
N 0.413 -0.061 -1.926
O 6.758 1.128 -5.776
O 7.187 -2.714 3.260
C 6.264 -3.473 3.201
H 0.611 1.762 9.329
H -0.922 7.153 -0.715
N -6.876 -1.956 -6.787
H -3.149 -6.932 6.828
H -7.780 -1.934 -6.338
O 1.638 0.399 0.034
H -0.514 8.854 -1.163
C 3.358 -3.891 -5.288
C -0.552 7.534 2.178
O 3.526 -2.837 -4.665
C -2.306 -6.125 3.831
H 0.747 2.799 -1.886
H -0.885 -5.126 6.694
O -5.720 -3.964 -7.683
H 4.983 -5.057 6.053
C 7.107 1.627 -4.607
H -2.461 -5.438 2.999
H -1.839 8.648 0.903
H -0.470 9.369 1.230
H -1.196 6.915 4.013
C 0.815 1.037 6.648
H -2.418 7.986 3.104
H 7.144 -4.794 4.358
H -0.919 2.329 8.512
C -0.342 1.481 8.880
O 0.284 -0.064 -7.911
H 4.350 -3.114 -6.399
H -8.057 -4.786 -8.363
H 1.401 5.230 -6.188
C -8.163 -3.710 -8.231
C -1.345 -5.444 4.729
H -8.384 -3.192 -9.164
H 5.821 -5.512 3.758
H 0.727 2.243 4.787
H 2.187 2.225 -2.625
O 6.558 0.969 -3.564
O 2.645 6.700 -7.341
C -0.172 -1.406 -1.413
H 4.254 -4.070 4.785
C -4.275 3.007 -1.193
C 5.185 -4.288 5.307
H -1.047 -1.574 -2.042
N -1.731 -5.395 6.211
O 7.920 2.516 -4.372
H 0.414 -0.411 8.154
N -0.846 8.473 0.954
H -0.857 0.959 9.685
C -5.901 -1.969 -5.544
H -5.937 -2.956 -5.084
O -0.318 -4.932 4.271
O 1.346 6.007 -5.627
C 0.232 0.962 -7.122
H -0.800 1.603 5.451
C 1.615 2.167 -1.699
O 4.015 -4.014 -6.383
C 1.271 0.802 -1.125
O -5.052 3.213 -0.253
H 5.191 -4.545 1.643
O 1.199 1.735 -7.320
O 2.706 -4.850 -4.843
H -0.877 0.282 7.386
N 0.032 0.452 7.792
H 0.984 -0.256 -2.735
N 6.150 -4.677 4.220
H -0.492 -1.279 -0.379
H -1.483 -7.470 6.359
H 5.627 -3.469 5.876
H -3.256 -6.472 4.237
H -4.877 -1.711 -5.818
H 1.101 0.410 -8.083
H 5.503 -2.816 1.281
H -6.787 -1.193 -7.443
H 6.013 0.406 -4.118
O -0.683 1.195 -6.355
```

No. 3
Below is a structure of composition C47H57AsCsF6N8O3SSi2Te, with properties calculated with ωB97M-V with the def2-TZVPD basis set.

**Multiplicity**: 1
**Electronic energy**: -6589.29706 Eh
**Charge**: -1
**Lowest unoccupied orbital energy**: 0.0 eV

XYZ file:
```
127
C47H57AsCsF6N8O3SSi2Te, DFT ωB97M-V with the def2-TZVPD basis set
C -2.784 4.244 -2.827
N -4.335 8.336 1.456
N 0.011 -4.620 -2.349
H 1.980 3.090 -1.668
H 4.670 0.443 -2.522
C -0.758 3.356 0.921
C 0.924 0.918 3.214
Cs 0.676 -1.582 0.606
N -1.504 -3.653 0.119
C 1.883 2.014 -1.814
C -2.924 8.779 1.738
H 2.904 -7.271 -1.372
C 0.112 3.556 5.701
C -4.708 7.186 2.345
C 5.772 -5.753 -0.968
C 5.667 -2.726 -1.054
H 3.274 -5.339 -2.886
H -0.860 3.485 6.178
H 0.114 -5.165 -4.385
H -5.734 6.905 2.116
H -4.620 -6.616 1.265
F -1.828 5.104 -0.174
C 0.697 -3.111 -4.233
C -0.365 3.483 3.318
Te 3.063 0.946 -0.376
H -1.321 -2.936 -2.378
H -4.394 8.038 0.461
C 0.645 -4.525 -3.667
C 0.209 0.372 -4.324
C -0.264 2.798 2.106
C 3.803 -4.381 -2.771
N -2.898 -5.207 -0.632
C 0.780 1.649 4.335
C -4.469 3.365 -1.414
H 0.743 -7.339 2.374
C -5.025 4.616 -1.295
C 1.316 3.564 6.592
H 2.242 1.746 -2.811
F -4.953 6.969 -1.703
C -3.932 -5.853 1.609
C 0.957 -1.471 -5.720
C -2.103 -3.868 2.545
O 0.894 -1.383 3.735
C 1.176 -0.637 -6.809
C 3.718 -7.370 1.777
H 6.406 -2.757 -0.248
C -2.203 -4.176 1.190
C 0.885 4.829 5.908
N 1.063 -2.845 -5.537
F -1.677 4.137 -3.569
H 0.424 5.612 6.497
F -2.746 6.565 -3.304
C -3.101 -5.156 0.739
F -6.100 4.836 -0.514
C -1.534 5.279 2.216
F -5.069 2.385 -0.747
C 0.878 -6.337 1.948
H 0.628 -4.212 -1.648
H 1.532 -1.016 -7.760
H 4.972 2.101 -1.928
H -1.386 -3.132 2.903
H -1.173 5.242 4.307
C 2.034 -7.188 -0.709
C -1.343 4.585 0.994
C -1.928 -4.282 -0.925
O 0.355 0.907 0.893
C -3.323 5.507 -2.709
H 5.662 0.699 -1.075
H -3.340 -5.820 -1.290
H 1.488 5.162 5.072
H -2.892 9.083 2.782
Si 4.563 -4.277 -1.011
H 3.282 -8.360 1.969
C -1.343 -4.014 -2.264
N 0.206 2.898 4.427
N 0.380 -2.029 -3.580
H 1.668 -4.914 -3.597
H 3.082 -3.567 -2.930
H -0.975 7.859 1.562
H -0.209 0.743 -3.388
H -4.630 7.556 3.366
H -4.450 -6.056 3.668
C 0.505 -0.982 -4.484
H -2.165 7.399 0.356
C 0.381 1.473 1.994
N -2.360 6.476 2.290
H 4.575 -4.320 -3.548
S -2.583 1.560 -2.207
H -4.988 9.103 1.576
H -3.895 5.705 1.060
O 2.569 -0.585 2.475
C -4.446 5.702 -1.928
H 1.061 1.397 -7.450
H 1.112 1.263 5.289
H 1.365 -3.526 -6.207
C -3.828 -5.533 2.952
C -1.044 4.713 3.372
H 0.909 -5.614 2.770
H 5.261 -6.710 -1.119
H 6.299 -5.805 -0.012
Si 2.458 -6.244 0.894
H -1.974 -4.420 -3.066
C -2.021 7.599 1.418
H 6.514 -5.639 -1.769
H 0.836 1.722 -1.724
H -2.717 9.625 1.086
H 0.195 2.261 -5.316
H 2.209 3.086 6.214
H 6.196 -2.628 -2.010
C -2.928 -4.559 3.413
C 1.551 -0.499 3.165
H -0.002 -6.104 1.341
H 5.056 -1.828 -0.902
H -3.971 5.214 2.737
C -3.299 3.107 -2.166
H 1.232 -6.689 -1.262
C 0.907 0.711 -6.626
H -2.871 -4.357 4.475
H -0.690 2.807 -0.008
H 4.627 -7.502 1.182
H 4.014 -6.929 2.734
C 0.422 1.205 -5.406
C 4.802 1.065 -1.638
H 1.702 -8.207 -0.466
H 1.152 3.462 7.654
C -3.744 6.049 2.078
As 3.073 -4.029 0.722
```